This record from OMol25 describes a structure of composition C23H22NO3S2 at a distorted geometry. The level of theory is ωB97M-V/def2-TZVPD.

Each line ends with the Mulliken charge.
Geometry (Å):
C  1.689  -5.516  -3.057  -0.66
C  2.042  -4.768  -4.334  -0.65
C  2.135  -3.257  -4.123  -0.70
N  1.034  -2.674  -3.334  0.11
C  0.933  -1.290  -3.309  0.02
S  1.596  -0.407  -4.573  -0.55
S  0.121  -0.360  -2.154  -0.41
C  0.595  -3.418  -2.150  -0.64
C  0.438  -4.919  -2.431  -0.70
H  1.527  -6.575  -3.285  0.30
H  2.528  -5.464  -2.349  0.32
H  3.020  -5.109  -4.693  0.31
H  1.310  -4.995  -5.123  0.33
H  3.102  -3.037  -3.628  0.31
H  2.159  -2.756  -5.108  0.36
H  1.331  -3.283  -1.336  0.28
H  -0.346  -2.969  -1.807  0.40
H  -0.416  -5.080  -3.099  0.32
H  0.226  -5.415  -1.478  0.32
C  2.482  -1.721  4.296  -0.81
O  2.969  -0.967  3.154  -0.46
C  2.048  -0.328  2.383  1.05
C  0.653  -0.308  2.667  -0.32
C  -0.186  0.438  1.861  -0.75
C  0.313  1.181  0.763  0.39
C  -0.546  2.050  0.005  -0.30
C  -1.469  2.879  0.594  0.06
C  -2.396  3.782  -0.162  -0.41
O  -2.518  3.880  -1.377  -0.65
C  -3.136  4.573  0.872  0.14
C  -2.682  4.252  2.151  -0.06
C  -3.217  4.885  3.277  -0.34
C  -4.230  5.839  3.100  -0.46
C  -4.684  6.163  1.804  -0.44
C  -4.131  5.528  0.684  -0.39
C  -1.594  3.230  2.051  0.61
O  -0.938  2.832  3.021  -0.68
C  1.689  1.068  0.442  -0.30
C  2.547  0.377  1.264  -0.70
H  3.384  -2.188  4.696  0.25
H  2.029  -1.049  5.044  0.32
H  1.755  -2.492  3.985  0.32
H  0.248  -0.833  3.531  0.34
H  -1.256  0.484  2.113  0.41
H  -0.397  2.162  -1.075  0.56
H  -2.852  4.627  4.265  0.46
H  -4.667  6.337  3.959  0.38
H  -5.463  6.905  1.679  0.38
H  -4.461  5.757  -0.323  0.46
H  2.070  1.599  -0.435  0.45
H  3.615  0.351  1.085  0.41

Output
LUMO: 1.6 eV
F_max: 1.89 eV/Å
Gap between HOMO and LUMO: 4.41 eV
HOMO energy: -2.9 eV
Charge: -1
Relative energy (zero: lowest compared OMol25 entry of this formula, charge and spin): 0.347 eV